ORCA calculation (ωB97M-V/def2-TZVPD) on 2 unconnected molecules or ions with the total composition C4H11NO6S in a non-equilibrium geometry.

Geometry (Å):
C  0.68000  -1.23502  2.33289
C  0.38725  -0.21196  1.14733
C  -0.59201  0.84799  1.63153
N  -0.80606  1.83488  0.54349
S  -0.43926  -1.04989  -0.07146
O  -1.09686  -0.04712  -0.87289
O  0.46883  -1.86600  -0.88298
O  -1.50874  -2.04980  0.52590
H  -0.15752  -1.77657  2.68052
H  1.47517  -1.98835  2.00357
H  1.22159  -0.87871  3.24667
H  -0.20626  1.29464  2.49040
H  -1.60703  0.31538  1.77782
H  0.05510  2.33108  0.13944
H  -1.48141  2.53010  0.86131
H  -0.92135  1.31050  -0.42001
H  -1.58100  -2.71957  -0.18032
O  0.73440  1.57060  -1.63879
C  0.93447  0.90395  -2.58974
O  1.38322  -0.33236  -2.63654
O  0.70734  1.36152  -3.78912
H  1.17017  -0.99586  -1.81108
H  1.17997  0.85056  -4.48795

Cartesian forces (eV/Å) of the 6 atoms listed first:
C 3.15 0.12 -0.98
C -0.53 -1.58 1.71
C -1.27 -2.36 -2.13
N 1.63 2.32 -0.89
S 3.33 1.41 0.51
O -1.90 -1.01 -1.36

Computed properties:
* electronic energy: -28934.288 eV
* highest occupied orbital energy: -0.285 Ha
* structure (SMILES): CC(C[NH3+])=[S@@](=O)([O-])O.O=C(O)O

Here are the Löwdin charges for atoms 1 to 2, given in e: number 1, C, carries -0.132; number 2, C, carries -0.386



ORCA calculation (ωB97M-V/def2-TZVPD) on 2 unconnected molecules or ions with the total composition C4H11NOPS in a non-equilibrium geometry.

Geometry (Å):
C  1.48673  -1.33002  2.05587
C  -1.38328  1.17200  -2.69509
C  1.80549  -1.82181  0.86958
C  -0.22170  0.88452  -0.63298
N  -1.21305  1.37307  -1.34448
O  0.25078  -1.47334  2.62174
P  -0.22673  0.96867  1.12080
S  0.63693  -2.67618  0.00732
H  2.24356  -0.69383  2.53772
H  -0.56731  0.86559  -3.18706
H  -2.29741  0.51717  -2.92472
H  -1.73845  2.18899  -3.14171
H  2.77239  -1.62865  0.31079
H  0.29204  0.13145  -1.15576
H  -0.46466  -2.16850  0.66082
H  -1.68677  2.17961  -1.01731
H  -1.08325  2.14941  1.07392
H  1.18522  1.32870  1.39076
H  0.20949  -1.96690  3.44980

Cartesian forces (eV/Å) of the 6 atoms listed first:
C 1.73 0.70 0.92
C -6.06 1.95 -2.60
C 1.17 0.88 -0.40
C -2.21 0.32 -0.48
N 2.47 0.13 2.49
O -0.25 0.05 -0.09

Computed properties:
* net charge: +1
* electronic energy: -27978.186 eV
* highest occupied orbital energy: -0.430 Ha

Here are the Löwdin charges for atoms 1 to 2, given in e: number 1, C, carries -0.412; number 2, C, carries -0.061



ORCA calculation (ωB97M-V/def2-TZVPD) on 2 unconnected molecules or ions with the total composition C4H11NOS in a non-equilibrium geometry.

Geometry (Å):
C  -2.07190  0.52200  -0.39583
C  0.15672  -0.17396  -1.57226
C  1.78658  0.34474  1.21088
C  -0.54566  0.34510  -0.38861
N  0.28796  -1.94776  0.68146
O  -0.75796  -0.27286  2.21222
S  0.14233  -0.50000  1.10622
H  -2.53607  1.50934  -0.10787
H  -2.63278  0.26158  -1.41134
H  -2.43401  -0.32348  0.13765
H  1.07570  -0.71085  -1.15267
H  0.53928  0.56546  -2.14220
H  -0.46652  -0.81845  -2.07786
H  1.77835  1.03081  0.45111
H  1.91799  0.78685  2.16607
H  2.54407  -0.45900  1.00294
H  0.09626  2.24909  -0.12039
H  1.11966  -2.40862  0.40049

Cartesian forces (eV/Å) of the 6 atoms listed first:
C -1.04 0.01 -2.45
C 2.26 -1.24 3.29
C -0.13 -3.42 0.67
C -0.40 3.94 1.16
N -1.10 0.36 0.70
O 0.55 0.43 -0.11

Computed properties:
* electronic energy: -18692.825 eV
* highest occupied orbital energy (spin up / spin down): -0.333 / -0.335 Ha

Here are the Löwdin charges for atoms 1 to 2, given in e: number 1, C, carries -0.125; number 2, C, carries -0.132



ORCA calculation (ωB97M-V/def2-TZVPD) on a single C4H11NOS molecule in a non-equilibrium geometry.

Geometry (Å):
C  1.53033  0.41587  -1.44274
N  0.29369  -0.38253  -1.40273
C  -0.48123  -0.18671  -0.19992
C  -0.69121  1.24850  0.26911
O  -1.80585  1.28089  1.13267
C  0.19649  -0.96318  0.98971
S  -0.54914  -2.67984  1.08692
H  2.17105  0.20174  -0.56149
H  2.18993  0.01931  -2.21529
H  1.25475  1.46168  -1.41841
H  0.41802  -1.34400  -1.67760
H  -1.46806  -0.66536  -0.28515
H  0.22612  1.62944  0.75741
H  -0.63103  2.04427  -0.48763
H  -2.41135  1.93211  0.77828
H  0.07780  -0.48274  1.96073
H  1.24620  -1.21486  0.83490
H  -1.56650  -2.31459  1.88124

Cartesian forces (eV/Å) of the 6 atoms listed first:
C 0.06 -1.95 1.18
N -0.02 1.48 -0.73
C 0.60 -1.13 1.06
C 1.72 0.86 -0.47
O 0.13 0.32 -0.09
C -0.90 -1.14 -0.05

Computed properties:
* electronic energy: -18697.890 eV
* highest occupied orbital energy: -0.312 Ha
* structure (SMILES): CN[C@H](CO)CS

Here are the Löwdin charges for atoms 1 to 2, given in e: number 1, C, carries -0.114; number 2, N, carries -0.089



ORCA calculation (ωB97M-V/def2-TZVPD) on a single C4H11NOS2 molecule in a non-equilibrium geometry.

Geometry (Å):
C  0.01024  -0.04044  -3.69832
S  1.33810  0.56133  -2.57396
S  1.63320  -0.78875  -1.14281
C  0.26756  -0.67848  0.16453
C  0.42362  0.32940  1.29751
N  0.05325  1.66338  0.92698
C  -0.21734  -0.12573  2.57264
O  -1.40185  -0.79262  2.67783
H  0.12782  -0.79793  -4.53087
H  -0.79869  -0.43628  -3.08184
H  -0.36546  0.97564  -4.11128
H  0.36331  -1.81577  0.47364
H  -0.72850  -0.58132  -0.26155
H  1.57488  0.41707  1.47634
H  -0.43863  1.78322  -0.02443
H  -0.41026  2.17594  1.74986
H  -0.42235  0.69675  3.16898
H  0.50986  -0.91024  2.81437
H  -1.51877  -1.63518  2.10240

Cartesian forces (eV/Å) of the 6 atoms listed first:
C -1.12 1.05 -0.64
S -0.33 0.36 -0.95
S -0.77 -0.48 1.03
C 0.69 -2.14 -0.19
C 2.12 0.46 -1.28
N -2.16 2.00 -0.92

Computed properties:
* electronic energy: -29532.508 eV
* highest occupied orbital energy: -0.324 Ha
* structure (SMILES): CSSC[C@@H](N)CO

Here are the Löwdin charges for atoms 1 to 2, given in e: number 1, C, carries -0.473; number 2, S, carries 0.374



ORCA calculation (ωB97M-V/def2-TZVPD) on 2 unconnected molecules or ions with the total composition C4H11NP in a non-equilibrium geometry.

Geometry (Å):
C  3.70670  0.58333  -0.21023
C  -1.27858  1.65407  0.26285
C  -0.78439  -0.50042  -0.77279
C  0.62400  0.43944  0.90328
N  -0.77069  0.28955  0.55002
P  4.13361  -0.78392  0.34174
H  1.12900  1.11809  0.19921
H  -2.36720  1.71248  0.08344
H  -1.00907  2.28002  1.07783
H  -0.82579  1.95852  -0.69398
H  -1.47420  0.01046  -1.47715
H  0.17038  -0.40699  -1.20603
H  -1.05747  -1.54743  -0.73797
H  0.83300  0.87745  1.96512
H  1.18186  -0.48447  0.88859
H  -1.46795  -0.26389  1.12464
H  3.31159  1.53763  -0.59386

Cartesian forces (eV/Å) of the 6 atoms listed first:
C -0.57 0.30 -0.11
C -1.14 0.24 -1.19
C -1.49 0.96 -0.89
C 2.41 0.73 3.29
N -2.00 -1.46 -1.97
P 0.06 0.52 -0.23

Computed properties:
* net charge: +1
* electronic energy: -15095.760 eV
* highest occupied orbital energy: -0.491 Ha

Here are the Löwdin charges for atoms 1 to 2, given in e: number 1, C, carries -0.563; number 2, C, carries -0.013



ORCA calculation (ωB97M-V/def2-TZVPD) on 2 unconnected molecules or ions with the total composition C4H11NP in a non-equilibrium geometry.

Geometry (Å):
C  0.61152  -0.29750  -1.09189
C  -0.33572  0.11782  -0.08641
C  -1.73341  -0.22730  0.16299
C  1.07259  -1.80946  0.91187
N  0.88384  -0.51075  0.34445
P  0.08925  3.35591  -1.08709
H  0.28919  -1.28088  -1.49383
H  1.35349  0.23088  -1.57452
H  -2.28271  0.08178  -0.78703
H  -2.07959  0.32816  1.04113
H  -2.08529  -1.30597  0.40918
H  1.31325  -1.79282  1.94799
H  0.09568  -2.50347  0.85345
H  1.85719  -2.36871  0.42870
H  1.48188  0.05786  0.83664
H  0.60535  4.35020  -0.06937
H  -1.13652  3.57425  -0.74626

Cartesian forces (eV/Å) of the 6 atoms listed first:
C -1.45 -2.39 0.58
C -0.49 0.52 -0.51
C -1.70 -0.63 -0.41
C -2.89 -4.01 0.00
N -0.81 -1.48 0.33
P 3.92 0.25 0.33

Computed properties:
* net charge: +1
* electronic energy: -15092.776 eV
* highest occupied orbital energy (spin up / spin down): -0.503 / -0.453 Ha

Here are the Löwdin charges for atoms 1 to 2, given in e: number 1, C, carries 0.009; number 2, C, carries -0.199



ORCA calculation (ωB97M-V/def2-TZVPD) on 2 unconnected molecules or ions with the total composition C4H11NS in a non-equilibrium geometry.

Geometry (Å):
C  -0.06602  2.60548  -0.01327
N  -1.10317  1.99333  0.37140
C  -1.93203  1.42057  -0.68002
H  0.50646  3.19767  0.69348
H  0.25600  2.58172  -1.05768
H  -2.14216  0.37996  -0.41430
H  -1.56945  1.44095  -1.71034
H  -2.89209  1.92707  -0.58415
C  1.15589  -2.32410  1.29451
C  0.72553  -1.35827  0.21021
S  1.66219  -1.63276  -1.32589
H  2.22270  -2.28088  1.51132
H  0.92010  -3.34609  0.99326
H  0.60244  -2.14364  2.21463
H  -0.34751  -1.48516  0.06913
H  0.86720  -0.31889  0.49592
H  1.13392  -0.65695  -2.06821

Cartesian forces (eV/Å) of the 6 atoms listed first:
C -0.32 -0.17 0.07
N 0.29 0.50 -0.65
C -0.46 -0.73 0.93
H 0.19 -0.22 0.10
H 0.06 0.22 -0.08
H 0.04 0.01 -0.08

Computed properties:
* electronic energy: -16650.604 eV
* highest occupied orbital energy: -0.331 Ha
* structure (SMILES): C=NC.CCS

Here are the Löwdin charges for atoms 1 to 2, given in e: number 1, C, carries -0.086; number 2, N, carries -0.083